Record 1
105
Properties=species:S:1:pos:R:3:forces:R:3 method="wB97M-V/def2-TZVPD" total_charge=0 lumo_energy_ev=-0.152 gap_ha=0.38107 smiles="C[C@H]1COC(=O)O1.C[C@H]1COC(=O)O1.C[C@H]1COC(=O)O1.C[C@H]1COC(=O)O1.C[C@H]1COC(=O)O1.C[C@H]1COC(=O)O1.C[N+](=O)[O-].ClCCl.ClCCl.ClCCl.ClCCl"
Cl -2.098 0.218 -3.177 -0.21 0.46 -0.06
Cl -4.291 -0.730 -0.091 0.55 -0.67 0.17
Cl 4.701 4.755 -1.769 -0.46 -0.08 -0.02
Cl 4.793 2.045 3.759 -0.08 -0.07 0.17
Cl -6.068 0.411 -2.103 0.19 0.15 -0.14
Cl -1.755 3.153 -2.786 -0.36 -0.53 -0.16
Cl 5.083 4.310 1.864 -0.16 -0.15 0.59
Cl 1.807 3.974 -1.664 0.26 0.00 -0.10
O 1.638 3.048 1.446 0.71 -0.07 0.00
O -3.574 3.668 0.532 -0.17 -0.06 -1.06
O -4.455 -4.862 -3.112 0.92 -2.22 0.27
O -4.789 -3.281 -4.568 0.32 0.18 -0.39
O -4.363 2.220 2.009 -0.89 -1.82 0.25
O 0.804 -5.467 -1.067 0.92 1.86 0.32
O -4.866 -5.453 -5.279 0.59 2.32 2.49
O 1.114 1.100 0.360 0.76 1.16 1.03
O 2.730 0.159 -1.741 -1.06 -0.38 -0.63
O 2.039 -3.541 -0.967 -0.23 0.00 -0.88
O 4.507 0.420 -0.425 -0.19 0.33 0.85
O -3.239 4.007 2.667 -0.10 0.82 0.78
O 4.594 -0.992 -2.123 -1.08 -0.95 -0.17
O 4.328 -2.026 2.180 -1.15 -0.03 1.20
O 1.372 -4.481 0.902 -1.23 -1.35 -0.06
O 0.050 5.635 3.922 0.54 -1.17 1.70
O 0.195 5.501 6.091 -0.20 -0.43 -0.28
O -0.478 2.447 1.142 -0.06 0.00 -0.28
O 5.123 -3.133 4.013 -1.56 1.17 -1.01
O 3.049 -2.256 4.033 -0.11 -0.17 -0.97
N 0.527 5.157 4.977 -0.22 1.90 -1.80
C -2.706 1.857 -3.611 0.63 0.02 0.60
C 0.721 -5.730 1.296 0.67 -0.85 -1.01
C -4.081 -3.712 -2.378 -1.69 0.95 -0.35
C 1.441 -4.433 -0.453 0.18 0.08 0.61
C -0.205 -0.928 0.293 1.05 0.68 0.18
C -4.699 -4.609 -4.396 -0.64 -1.97 -2.55
C -3.257 5.902 -0.395 -0.52 0.18 1.00
C -1.220 1.353 0.546 1.89 0.56 -0.62
C 4.681 2.554 2.099 1.07 0.90 -1.28
C -2.623 -3.358 -2.335 0.24 0.02 -0.82
C -2.972 5.257 2.035 1.15 -0.46 -0.66
C 2.165 0.084 -4.176 0.02 0.73 1.28
C 4.229 -2.515 3.464 2.28 -1.24 0.12
C -3.779 3.211 1.763 0.29 0.38 -0.01
C 3.941 -0.135 -1.314 1.97 0.62 -0.56
C 1.806 -0.328 3.798 -1.19 -0.24 0.16
C 0.249 -6.338 -0.104 -0.72 -0.20 0.78
C -0.072 0.527 -0.130 -1.75 -0.08 -0.60
C 2.379 -0.699 -2.850 0.78 0.02 -1.47
C 0.704 -7.720 -0.460 0.81 0.57 0.63
C 3.609 -1.649 -2.963 0.11 0.72 -0.15
C -5.180 0.670 -0.585 -1.29 0.59 0.53
C 3.073 -1.342 1.859 0.58 -1.60 -0.79
C -2.758 4.849 0.586 -0.08 0.33 -1.51
C 1.733 4.298 4.862 0.54 0.02 -1.09
C 3.409 3.878 -0.893 0.49 -0.15 -0.51
C 2.190 -1.570 3.070 0.92 0.42 1.24
C 0.856 2.279 0.996 -1.34 -0.88 0.08
C -4.870 -2.702 -3.275 -0.84 0.42 1.42
H 0.559 -1.475 -0.219 0.57 -0.67 -0.10
H 1.351 -2.222 2.899 -0.28 -0.26 -0.34
H -3.745 1.921 -3.268 0.39 0.03 -0.44
H -3.809 5.934 2.079 -0.48 0.15 0.36
H -2.095 5.669 2.484 0.45 0.40 0.37
H -4.529 1.526 -0.656 0.22 0.12 -0.22
H 1.231 -0.640 4.680 -0.02 0.42 -0.18
H 2.628 -1.854 0.987 0.37 0.30 0.18
H -0.028 0.663 -1.231 -0.32 -0.22 0.59
H 3.043 0.734 -4.340 -0.47 -0.10 0.07
H -1.145 -1.372 0.040 -0.74 0.03 -0.19
H 3.735 2.841 -0.861 -0.29 0.02 0.05
H 2.595 4.982 4.686 -0.71 -0.37 0.15
H -2.330 -3.152 -3.374 0.44 -0.43 0.18
H -2.797 6.829 -0.044 -0.21 0.22 -0.21
H 0.390 -8.413 0.283 -0.61 -0.80 0.40
H 1.678 3.612 3.977 -0.24 0.62 0.99
H 1.819 3.851 5.833 0.25 -0.58 0.18
H -1.926 1.802 -0.155 -0.12 -0.42 0.24
H 3.335 -0.333 1.592 -0.21 0.51 0.18
H -4.440 -1.706 -3.225 0.01 0.04 -0.44
H 0.421 -7.995 -1.463 -0.27 -0.13 -0.18
H 3.352 4.312 0.084 -0.24 0.12 0.23
H 2.101 -0.578 -5.023 -0.05 -0.52 -0.16
H -0.831 -6.331 -0.251 -0.17 0.48 0.39
H -2.570 -2.380 -1.877 0.09 0.21 0.51
H 5.457 2.112 1.470 -0.33 -0.53 0.48
H -0.089 -5.601 2.025 0.25 0.39 -0.43
H -5.967 -2.649 -3.037 1.04 0.01 0.19
H -1.766 4.552 0.232 0.19 0.01 0.88
H -1.627 0.768 1.351 -0.71 -0.03 0.19
H 3.704 2.422 1.665 -0.25 -0.20 0.28
H -1.945 -4.058 -1.823 -0.38 0.13 -0.34
H 3.402 -2.653 -2.637 -0.03 -0.24 0.58
H -2.502 1.984 -4.670 -0.48 -0.01 0.09
H 2.682 0.184 4.118 0.71 0.45 0.22
H 1.773 -7.698 -0.386 0.85 -0.23 -0.22
H 4.023 -1.736 -3.970 -0.09 0.40 0.05
H -4.350 5.963 -0.296 0.27 0.24 -0.08
H -5.943 0.875 0.177 0.41 -0.07 -0.25
H -3.004 5.782 -1.438 0.21 -0.42 -0.14
H 1.230 0.678 -4.150 0.61 -0.14 0.07
H -0.048 -0.993 1.380 -0.09 -0.07 -0.29
H 1.236 0.331 3.158 -0.36 0.26 -0.04
H 1.489 -1.218 -2.557 -0.46 -0.42 0.11
H -4.504 -3.865 -1.382 -0.04 0.30 -0.16
H 1.510 -6.363 1.757 -0.52 0.32 -0.30

***

Record 2
85
Properties=species:S:1:pos:R:3:forces:R:3 method="wB97M-V/def2-TZVPD" total_charge=0 lumo_energy_ev=-0.839 gap_ha=0.28600
Cl 0.443 -3.723 5.552 -0.71 -0.10 -0.54
O 3.587 3.306 0.164 -0.16 -0.19 0.02
O 1.511 -2.219 -5.064 -0.14 0.10 -0.12
O 2.385 -5.944 -1.107 0.43 0.75 0.37
O -2.129 -4.304 5.531 1.56 0.48 -0.64
N 3.214 -4.603 0.719 -2.05 0.60 -2.00
N 1.710 -1.120 0.305 0.28 -3.25 0.94
N 1.159 -3.780 1.713 1.73 3.52 -2.63
N -6.232 -0.757 -2.117 0.69 0.36 0.35
C -0.155 1.136 0.365 -0.42 -0.16 -0.54
C 5.652 4.024 -0.962 0.08 -0.03 0.10
C -0.306 2.454 1.250 0.05 0.18 -0.38
C -0.952 -2.780 2.554 -0.39 1.04 0.13
C 2.231 -3.494 0.920 -0.13 0.33 0.60
C -5.645 0.219 -1.158 -0.61 -0.39 1.07
C -1.276 -4.161 3.270 -0.49 0.79 -0.85
C -4.239 0.128 2.414 0.67 0.51 -1.41
C -1.668 -0.391 1.981 1.10 -1.06 -0.52
C -1.937 -1.710 2.698 3.67 -0.39 -2.08
C 2.812 -1.698 -4.843 0.05 -0.07 0.01
C 0.336 -2.650 1.752 -2.61 0.86 1.13
C -1.120 1.096 -0.917 0.43 -0.90 0.13
C -1.174 -4.091 4.834 -1.27 -0.71 -0.47
C 3.420 5.292 1.607 -0.03 0.07 -0.10
C 4.134 3.972 -0.964 0.07 0.04 0.01
C -2.786 0.721 2.140 0.22 -0.52 0.84
C -1.597 4.581 1.872 -0.49 -0.56 -0.66
C -4.630 -0.745 1.126 -0.83 -0.23 0.51
C 1.310 -3.389 -2.910 -0.04 0.12 0.09
C 3.899 3.859 1.435 -0.02 0.12 -0.02
C -5.940 -0.230 0.369 0.66 0.13 -0.07
C 1.209 -3.450 -4.425 0.07 0.00 0.08
C 2.770 -5.225 -0.277 0.68 -0.80 1.38
C 3.925 -2.622 -5.308 -0.01 -0.13 -0.03
C 0.562 -1.352 1.068 -0.74 0.51 0.33
C -0.441 -0.203 1.160 -1.01 -1.43 1.70
C -1.307 3.538 0.683 -0.41 0.86 0.99
C 2.543 -2.198 0.230 -1.64 0.30 0.86
H 3.471 -2.091 -0.396 -1.07 -0.29 0.89
H -3.800 -0.797 0.362 -0.61 0.15 1.03
H -4.528 0.254 -1.350 -1.32 0.12 0.23
H 0.706 2.968 1.331 -1.13 -0.73 -0.09
H 3.706 4.976 -1.055 0.07 0.05 0.02
H -7.229 -0.895 -1.931 0.50 0.04 0.03
H -2.319 3.140 0.388 1.15 0.09 0.22
H -0.596 2.164 2.298 0.20 0.41 -1.03
H -4.806 -1.808 1.474 0.23 1.09 -0.48
H -2.355 5.369 1.560 1.18 -0.76 0.26
H 6.068 3.015 -0.916 -0.04 0.05 -0.04
H 6.016 4.511 -1.870 -0.04 -0.03 0.03
H 6.041 4.578 -0.106 -0.01 0.07 -0.07
H 2.323 -3.150 -2.578 0.02 -0.08 -0.02
H -0.623 5.041 2.207 -1.18 -0.36 -0.13
H -0.708 -5.016 2.804 -0.20 1.04 0.85
H -2.201 0.895 -0.636 1.27 0.55 -0.38
H 4.898 -2.153 -5.149 -0.06 0.00 -0.01
H -2.112 4.009 2.710 0.92 0.72 -0.80
H -0.801 0.182 -1.517 -0.35 1.18 0.55
H -2.861 1.344 1.209 0.23 -0.54 1.05
H 0.182 -3.697 -4.699 0.05 0.17 -0.11
H -4.932 1.026 2.477 0.74 -1.15 0.07
H -2.851 -1.921 3.304 0.97 0.43 -0.72
H -6.093 1.246 -1.283 0.55 -1.10 -0.26
H 2.938 -1.430 -3.788 0.05 -0.05 0.03
H -0.999 2.013 -1.558 -0.28 -0.95 0.69
H -4.309 -0.449 3.374 0.07 0.60 -0.96
H 4.973 3.777 1.630 0.03 0.08 0.00
H -6.389 0.661 0.916 0.44 -1.24 -0.50
H 3.919 -3.572 -4.771 0.06 0.05 0.05
H 2.870 -0.763 -5.407 -0.20 -0.08 0.01
H -2.488 1.377 3.022 -0.33 -0.59 -1.16
H -6.669 -1.098 0.366 0.56 1.29 -0.12
H 3.654 5.652 2.611 -0.03 -0.05 -0.04
H 2.339 5.354 1.453 0.06 -0.03 0.05
H 1.838 -4.250 -4.828 0.05 -0.03 0.07
H 0.645 -2.616 -2.514 0.03 -0.05 -0.04
H -2.370 -4.362 3.036 1.28 0.16 0.61
H 3.401 3.232 2.178 -0.02 -0.12 -0.20
H -5.744 -1.640 -1.927 -0.54 0.29 -0.29
H 1.033 -4.349 -2.472 -0.03 0.06 -0.09
H 3.800 3.414 -1.843 -0.10 -0.07 0.18
H 0.894 1.161 -0.065 -1.26 -0.49 0.75
H -0.911 4.088 -0.228 -0.25 -0.75 1.13
H 3.892 5.968 0.892 0.05 0.01 0.07
H 3.814 -2.847 -6.372 0.01 0.05 0.05

***

Record 3
93
Properties=species:S:1:pos:R:3:forces:R:3 method="wB97M-V/def2-TZVPD" total_charge=+2 lumo_energy_ev="-5.925 / -7.794" gap_ha="0.25302 / 0.18691" spin_multiplicity=6
Fe -0.520 -2.403 -0.253 -0.37 0.22 0.02
S 2.864 -2.529 -1.025 -0.09 -0.11 0.06
S 0.390 -0.407 -0.963 0.53 -0.21 -0.74
S -0.036 -4.054 -1.947 -0.06 0.02 -0.02
Si 0.084 1.576 -0.462 -0.25 0.67 0.32
O -0.491 1.630 1.067 -0.07 0.01 -0.02
O -0.996 2.242 -1.510 0.06 0.03 0.10
O 1.473 2.421 -0.582 -0.01 -0.10 0.02
O -2.771 -3.693 0.518 0.01 -0.10 -0.14
N -2.054 -5.763 -1.422 0.06 0.21 0.18
N -0.203 -2.364 1.914 0.06 0.00 0.21
N -0.762 -6.185 -3.256 0.01 -0.04 0.02
N -4.732 -1.316 -1.112 -0.03 0.06 -0.08
N -3.075 0.165 -1.865 0.08 -0.14 -0.11
N 1.846 -2.668 0.239 0.12 -0.20 -0.01
N 3.356 -1.897 1.849 -0.04 -0.12 -0.03
N -2.569 -1.797 -0.704 -0.38 -0.30 0.37
C -5.883 -0.552 -1.555 -0.05 -0.06 0.00
C -2.123 3.189 -3.374 0.03 -0.04 0.06
C 1.032 -2.338 2.445 0.06 0.10 0.00
C -1.642 3.745 1.441 -0.03 -0.01 0.05
C 6.704 -1.631 -0.618 0.05 0.03 0.04
C 6.809 -1.356 0.752 -0.02 -0.01 0.03
C -4.768 -2.539 -0.334 -0.12 0.07 -0.02
C 4.485 -1.823 1.037 -0.25 -0.01 0.17
C -3.463 -0.936 -1.260 0.45 0.09 -0.01
C -1.234 -2.275 2.750 0.02 -0.04 0.01
C 4.369 -2.103 -0.332 0.28 0.05 -0.05
C 2.248 3.563 1.392 0.03 0.00 0.01
C 1.268 -2.266 3.807 -0.16 -0.02 -0.05
C 2.138 -2.327 1.454 0.19 0.13 -0.04
C -2.894 1.584 1.185 -0.05 0.01 0.05
C -0.327 4.475 -2.214 -0.01 0.04 -0.02
C 2.941 1.200 0.920 0.02 0.04 -0.03
C -1.624 2.247 1.707 0.05 -0.09 0.01
C 2.593 2.554 0.306 0.06 0.00 0.00
C -3.290 -2.767 -0.113 0.05 -0.16 0.04
C 5.500 -2.001 -1.159 -0.13 -0.02 -0.02
C -0.775 3.096 -2.671 -0.03 -0.02 -0.04
C 0.258 2.447 -3.581 0.02 -0.03 -0.03
C -1.087 -2.173 4.128 -0.07 0.00 0.01
C 0.180 -2.184 4.669 0.07 -0.01 -0.05
C 3.746 3.057 -0.555 -0.08 -0.01 0.02
C 5.711 -1.449 1.580 0.00 0.00 -0.08
C -1.038 -5.419 -2.201 0.04 -0.09 -0.09
C -1.443 1.970 3.192 -0.03 -0.01 0.02
H 3.812 1.301 1.571 0.04 0.02 0.00
H -3.070 1.870 0.149 0.03 0.02 -0.02
H 0.608 4.418 -1.661 0.01 -0.02 0.01
H 0.333 -2.131 5.738 -0.01 0.00 0.01
H -0.514 2.415 3.547 0.03 0.01 0.01
H -5.301 -2.406 0.610 0.03 -0.05 0.01
H 2.104 0.815 1.509 -0.03 0.03 0.00
H 0.000 -5.931 -3.860 0.02 0.00 0.00
H 4.635 3.246 0.048 0.01 -0.01 0.04
H -2.792 0.497 1.238 0.02 -0.01 0.02
H -0.046 1.431 -3.836 -0.01 -0.01 -0.01
H 3.112 3.740 2.034 0.02 0.02 0.01
H -6.774 -1.162 -1.435 0.01 0.01 0.01
H -2.267 2.388 3.770 -0.02 0.02 0.00
H -2.065 3.861 -4.230 0.03 0.04 0.01
H 2.268 -2.300 4.218 0.02 -0.02 0.00
H -5.790 -0.310 -2.614 -0.01 0.04 0.00
H -2.885 3.571 -2.692 0.01 0.01 0.02
H 7.766 -1.068 1.165 0.00 0.01 0.02
H -3.762 1.880 1.776 0.01 0.04 0.03
H 3.448 -1.558 2.795 0.04 0.03 0.00
H -0.174 5.119 -3.080 0.00 0.00 -0.03
H -2.561 -6.619 -1.575 -0.05 0.02 0.00
H 3.168 0.488 0.123 -0.01 0.01 0.01
H -5.219 -3.369 -0.882 0.00 0.00 0.01
H -3.732 0.837 -2.220 0.00 0.04 0.01
H 1.233 2.407 -3.097 0.01 0.00 0.02
H -2.286 -5.188 -0.617 0.01 -0.06 -0.01
H -0.747 4.219 1.845 0.02 0.01 -0.01
H -1.085 4.940 -1.584 -0.03 0.01 0.02
H 0.360 3.018 -4.504 -0.02 0.03 -0.01
H -2.428 2.212 -3.751 -0.01 -0.08 -0.02
H 5.408 -2.214 -2.217 0.00 -0.01 -0.02
H -2.091 0.428 -1.822 -0.09 0.09 -0.10
H -2.215 -2.301 2.301 -0.02 -0.02 -0.02
H -6.003 0.361 -0.970 -0.01 0.01 -0.02
H 3.992 2.325 -1.326 -0.01 -0.02 -0.02
H -1.274 -7.026 -3.462 -0.02 0.00 -0.01
H -1.966 -2.100 4.752 0.00 0.00 0.01
H 1.954 4.513 0.944 0.00 0.01 -0.01
H -1.694 3.943 0.373 0.00 0.00 -0.07
H 3.462 3.986 -1.047 0.00 0.02 0.00
H 5.793 -1.236 2.638 0.00 0.00 0.02
H -1.402 0.894 3.376 0.00 -0.03 -0.02
H 1.427 3.201 2.010 -0.02 -0.03 -0.01
H -2.512 4.202 1.914 0.00 -0.01 0.03
H 7.581 -1.550 -1.245 -0.01 -0.01 -0.04